This record from the Open Molecules 2025 dataset describes a cluster of 2 separate species, C5H12O in total in a non-equilibrium geometry. The level of theory is wB97M-V/def2-TZVPD.

The calculated total energy comes out at -7425.7370 eV. The energy above the lowest of the compared OMol25 structures with the same formula, charge and spin is 151.9 kJ/mol. The calculation puts the frontier orbital gap at 0.351 hartree. For the molecular weight, the calculation gives 88.1 Da.

```
! RIJCOSX wB97M-V def2-TZVPD def2/J DEFGRID3
* xyz 0 1
C -1.58 -0.47 -0.31
C -0.27 -0.50 0.47
C -0.14 0.14 1.62
C 0.92 -0.18 2.65
C 0.77 -1.40 -0.16
H -1.69 -1.41 -0.85
H -1.72 0.48 -0.77
H -2.45 -0.68 0.36
H -0.90 0.81 2.01
H 1.94 0.09 2.42
H 0.71 0.28 3.61
H 0.83 -1.27 2.79
H 0.72 -1.40 -1.25
H 0.48 -2.43 0.10
H 1.79 -1.06 0.05
H 0.75 3.21 -4.87
H -0.54 2.94 -3.82
O 0.38 2.86 -4.04
*
```

This record from the Open Molecules 2025 dataset describes a cluster of 3 separate species, C5H12O in total. The level of theory is wB97M-V/def2-TZVPD.

The calculated total energy comes out at -7425.4922 eV. The energy above the lowest of the compared OMol25 structures with the same formula, charge and spin is 175.5 kJ/mol. The calculation puts the frontier orbital gap at 0.397 hartree. For the molecular weight, the calculation gives 88.1 Da.

```
! RIJCOSX wB97M-V def2-TZVPD def2/J DEFGRID3
* xyz 0 1
C -0.83 -2.27 0.89
C -1.17 1.33 -0.06
C 0.05 1.86 -0.05
C 1.17 1.42 0.85
C 0.69 -0.52 -1.90
O 1.60 -1.00 -1.26
H -0.88 -3.35 1.06
H -1.68 -1.96 0.28
H -0.86 -1.75 1.85
H -1.94 1.70 -0.74
H -1.44 0.52 0.61
H 0.28 2.69 -0.73
H 0.86 0.58 1.49
H 2.03 1.09 0.27
H 1.50 2.24 1.50
H 0.85 0.34 -2.58
H -0.34 -0.90 -1.84
H 0.11 -2.03 0.37
*
```

This record from the Open Molecules 2025 dataset describes a cluster of 2 separate species, C5H12O in total. The level of theory is wB97M-V/def2-TZVPD.

The calculated total energy comes out at -7426.8299 eV. The energy above the lowest of the compared OMol25 structures with the same formula, charge and spin is 46.5 kJ/mol. The calculation puts the frontier orbital gap at 0.383 hartree. For the molecular weight, the calculation gives 88.1 Da.

```
! RIJCOSX wB97M-V def2-TZVPD def2/J DEFGRID3
* xyz 0 1
C 2.17 1.31 -0.93
O 1.11 -0.87 0.81
C 0.07 -0.28 0.59
C -0.74 -0.52 -0.66
C -1.65 -1.72 -0.30
C -0.55 0.66 1.61
H 2.35 1.48 0.13
H 2.64 2.09 -1.53
H 2.57 0.32 -1.19
H -0.09 -0.76 -1.50
H -1.33 0.36 -0.92
H 1.09 1.31 -1.12
H -1.22 -2.64 -0.69
H -1.69 -1.83 0.79
H -2.67 -1.60 -0.66
H -0.40 0.25 2.61
H -0.04 1.63 1.55
H -1.61 0.82 1.42
*
```

Question: calculated total energy of number 3 (C5H12O)?
Answer: -7426.8299 eV

Question: Look up the frontier orbital gap of the third one.
Answer: 0.383 hartree

Question: Among the records above, which one has the highest calculated total energy?
Answer: number 2